No. 1
The following is a DFT calculation (wB97M-V/def2-TZVPD) of C16H38GeN3O2PtSSi3 as an isolated structure in a non-equilibrium geometry.

Last column: Mulliken spin population.
CARTESIAN COORDINATES (ANGSTROEM)
Pt (0.18897, 0.18822, 0.47137)  0.04
C (-4.61380, 0.89082, 1.77090)  0.00
O (-3.89138, -0.37609, 1.69267)  0.00
C (-2.66414, -0.40460, 1.29568)  0.00
O (-1.97740, 0.57590, 0.97354)  -0.01
N (-2.16113, -1.66140, 1.29296)  0.00
N (-0.89075, -1.90206, 0.76430)  0.06
H (-5.39171, 0.73298, 2.50768)  0.00
H (-5.05664, 1.09656, 0.80070)  0.00
H (-3.94855, 1.69338, 2.07343)  0.00
H (-2.76861, -2.43475, 1.53724)  0.00
H (-0.97081, -2.37894, -0.13395)  0.00
H (-0.38105, -2.51054, 1.39991)  0.00
C (4.04116, -0.68693, -1.48121)  0.04
Si (4.09798, -1.63396, 0.09051)  0.15
C (5.60189, -1.58225, 1.13535)  0.02
C (3.05388, -3.14607, 0.15930)  0.02
Ge (2.33941, 0.07718, 1.59320)  0.63
Si (3.17997, 3.00742, 1.43838)  0.01
C (3.30840, 3.21784, -0.37072)  0.00
C (4.69721, 2.99298, 2.44957)  -0.01
C (1.58187, 3.54203, 2.17573)  0.03
Si (1.67144, -0.88012, 4.32670)  0.06
C (1.23968, -2.65905, 4.20174)  0.01
C (3.26746, -0.41228, 5.08407)  0.02
C (0.21512, 0.25012, 4.46988)  0.01
H (4.36011, -1.35492, -2.29202)  0.01
H (4.72861, 0.16035, -1.46863)  0.00
H (3.03738, -0.33017, -1.71887)  -0.02
H (6.37614, -2.18059, 0.63359)  0.02
H (5.43942, -2.02511, 2.11925)  0.00
H (6.00060, -0.57402, 1.25539)  0.00
H (3.54748, -3.91412, -0.45195)  0.01
H (2.05941, -2.98150, -0.25906)  -0.01
H (2.96575, -3.55026, 1.16902)  0.00
H (4.15350, 2.68544, -0.80962)  0.00
H (3.47327, 4.29075, -0.55395)  0.00
H (2.39053, 2.92897, -0.88586)  0.00
H (5.49919, 2.40646, 1.99783)  0.00
H (4.53688, 2.65483, 3.47386)  0.00
H (5.04624, 4.03745, 2.49924)  0.00
H (0.74145, 2.93368, 1.84092)  -0.01
H (1.39907, 4.57412, 1.84584)  0.01
H (1.60720, 3.54301, 3.26689)  0.00
H (1.73232, -3.20010, 3.39052)  0.00
H (0.15947, -2.79190, 4.12331)  0.00
H (1.55940, -3.13930, 5.13564)  0.00
H (4.11724, -0.93321, 4.63821)  0.00
H (3.22080, -0.71908, 6.13986)  0.01
H (3.45396, 0.66130, 5.06214)  0.00
H (-0.29283, 0.40657, 3.52022)  0.00
H (0.49860, 1.22410, 4.87466)  0.00
H (-0.50133, -0.20059, 5.16784)  0.01
S (0.01042, 0.87135, -1.75706)  -0.11
C (-1.60748, 1.32357, -2.27291)  0.02
N (-1.99581, 0.81141, -3.46814)  -0.01
C (-3.15561, 1.12662, -4.06974)  0.00
C (-4.02395, 2.00291, -3.46067)  -0.01
C (-3.65599, 2.56576, -2.24711)  0.00
C (-2.44526, 2.22185, -1.64710)  -0.02
H (-1.35927, 0.18460, -3.95043)  0.00
H (-3.35094, 0.67728, -5.03385)  0.00
H (-4.96257, 2.24927, -3.93684)  0.00
H (-4.30245, 3.29517, -1.77515)  0.00
H (-2.14122, 2.66616, -0.71158)  0.00

Cartesian forces, eV/Å:
Pt 0.31 -0.75 0.96
C -0.05 0.15 -0.01
O -0.04 -0.03 0.04
C -0.09 0.15 0.03
O 0.06 0.19 -0.31
N -0.16 -0.24 0.19
N 0.42 0.35 0.23
H 0.00 -0.06 0.02
H 0.02 -0.05 -0.04
H 0.06 -0.05 0.03
H 0.06 -0.07 -0.10
H 0.14 0.15 -0.06
H -0.02 -0.04 -0.04
C 0.05 0.23 0.05
Si 0.27 -0.08 -0.16
C 0.01 0.05 0.11
C -0.24 0.06 0.26
Ge -1.50 -0.66 -1.60
Si -0.14 1.44 -0.25
C 0.07 -0.48 -0.14
C 0.04 -0.58 0.11
C 0.04 -0.23 0.35
Si -0.53 0.22 0.65
C 0.05 -0.09 -0.36
C 0.22 0.05 -0.22
C 0.19 0.16 0.20
H -0.02 -0.01 0.03
H 0.00 -0.02 -0.03
H -0.01 -0.07 -0.06
H -0.03 0.02 0.00
H 0.03 -0.03 -0.03
H 0.04 -0.03 -0.04
H 0.01 0.04 -0.01
H 0.04 -0.04 -0.09
H 0.04 -0.06 -0.03
H 0.02 0.07 -0.02
H 0.00 -0.01 0.10
H -0.01 0.07 -0.01
H 0.05 0.10 0.00
H 0.02 0.09 0.02
H -0.09 0.00 -0.06
H -0.05 0.09 -0.07
H 0.07 -0.03 -0.05
H -0.01 0.02 -0.02
H 0.04 -0.06 0.08
H 0.00 0.02 -0.03
H 0.07 0.03 -0.02
H 0.01 -0.04 0.09
H -0.04 -0.01 -0.03
H -0.04 0.01 0.04
H -0.12 -0.04 -0.03
H -0.01 -0.01 -0.04
H 0.04 -0.03 -0.01
S 0.83 -0.10 0.10
C -0.05 0.17 0.23
N 0.05 -0.02 0.05
C -0.06 0.08 -0.04
C -0.06 0.02 -0.01
C 0.11 -0.03 0.09
C -0.19 0.12 -0.01
H -0.01 -0.04 0.00
H 0.07 -0.06 0.01
H 0.03 0.02 -0.04
H 0.00 -0.02 0.02
H 0.00 0.00 -0.01

Computed properties:
* multiplicity: 2
* charge: +4
* LUMO (alpha / beta): -14.393 / -14.277 eV
* total energy: -4408.59117 Ha
* HOMO energy (alpha / beta): -0.7084 / -0.7034 Eh

No. 2
The following is a DFT calculation (wB97M-V/def2-TZVPD) of a 2-piece molecular cluster, C16H38N2O10P3 overall in a non-equilibrium geometry.

Last column: Löwdin charge in e.
CARTESIAN COORDINATES (ANGSTROEM)
C (-5.74776, -0.10441, 1.97224)  -0.09
C (-4.91187, 1.18340, 2.15894)  -0.26
C (-4.06970, 1.21469, 3.45002)  -0.18
C (-2.63292, 1.73893, 3.27589)  -0.19
N (-1.58017, 0.73746, 3.58583)  -0.10
N (-0.79911, 0.25315, 2.48761)  -0.50
C (0.04836, 1.34383, 1.80650)  -0.26
O (1.22304, 0.81895, 1.36261)  -0.18
C (1.59129, 1.12655, 0.01410)  -0.13
C (2.28240, -0.07727, -0.62114)  -0.18
O (2.27250, 0.04603, -2.01440)  -0.15
C (1.25286, -0.67701, -2.68845)  -0.16
C (0.17284, 0.25913, -3.23967)  -0.16
O (-1.13069, 0.00666, -2.74781)  -0.17
C (-1.66896, -1.22854, -3.16366)  -0.28
C (-3.09391, -1.34577, -2.63756)  -0.06
P (0.41316, -0.97066, 3.19845)  1.01
P (-0.65804, -1.62866, 5.00082)  0.23
O (-0.36957, -0.62816, 6.02097)  -0.29
O (-2.19919, -1.92905, 4.79630)  -0.15
O (-0.07085, -3.07309, 5.28576)  -0.12
P (-1.96676, -0.43759, 1.15699)  1.00
C (-2.53869, -2.04208, 1.74613)  -0.24
O (-0.79131, -0.85720, 0.12199)  -0.29
H (-5.73823, -0.69809, 2.88551)  0.07
H (-5.35176, -0.71051, 1.15936)  0.05
H (-6.78546, 0.13169, 1.75547)  0.07
H (-4.26601, 1.28547, 1.28805)  0.06
H (-5.58078, 2.04036, 2.14298)  0.11
H (-4.07153, 0.24315, 3.94224)  0.09
H (-4.57378, 1.90028, 4.12963)  0.12
H (-2.46843, 2.55780, 3.97419)  0.13
H (-2.52407, 2.16665, 2.28042)  0.10
H (-0.94694, 1.08352, 4.30065)  0.11
H (0.18180, 2.10384, 2.58039)  0.15
H (-0.56586, 1.75810, 1.00226)  0.12
H (2.28306, 1.96660, 0.01263)  0.14
H (0.71948, 1.39157, -0.58603)  0.12
H (1.83200, -1.00392, -0.25916)  0.11
H (3.32612, -0.08527, -0.30143)  0.13
H (1.73649, -1.18767, -3.52238)  0.13
H (0.82622, -1.45116, -2.04977)  0.10
H (0.16309, 0.25439, -4.33235)  0.13
H (0.42621, 1.26564, -2.91303)  0.13
H (-1.07705, -2.07743, -2.80267)  0.11
H (-1.68009, -1.28195, -4.25721)  0.13
H (-3.82348, -1.06233, -3.39168)  0.08
H (-3.23180, -0.70399, -1.76879)  0.06
H (-3.31976, -2.36804, -2.33607)  0.07
H (0.33195, -2.02220, 2.26660)  -0.07
H (-2.65829, -1.07807, 4.84555)  0.06
H (0.51461, -3.40936, 4.60183)  0.07
H (-3.30146, -1.94094, 2.50906)  0.04
H (-1.77498, -2.72487, 2.11099)  0.03
H (-2.98981, -2.49415, 0.85709)  0.06
H (-0.87308, -1.77340, -0.16619)  0.08
C (4.86945, 0.01752, -3.74497)  -0.03
C (6.23146, 0.59996, -4.01991)  -0.33
C (6.78285, 1.51494, -2.94773)  -0.10
O (7.62938, 2.38775, -3.70028)  0.06
C (7.14801, 2.44198, -4.97032)  -0.56
O (7.50820, 3.20554, -5.79900)  0.18
O (6.18880, 1.49509, -5.14439)  0.08
H (4.15602, 0.79971, -3.49560)  0.08
H (4.49757, -0.49895, -4.63029)  0.09
H (4.91496, -0.69315, -2.92010)  0.09
H (6.95110, -0.19002, -4.25382)  0.16
H (7.35863, 1.00017, -2.18270)  0.14
H (5.99826, 2.11449, -2.47749)  0.14

Cartesian forces, eV/Å:
C 0.18 0.37 0.26
C -0.15 -0.46 -0.19
C -0.14 0.49 -0.29
C -0.10 0.16 0.25
N -0.49 0.03 -0.08
N 0.63 -1.18 -0.05
C -0.49 0.43 0.21
O 0.03 -0.15 -0.03
C 0.09 -0.13 -0.44
C 0.38 0.30 0.49
O -0.07 -0.37 0.09
C 0.15 0.11 -0.62
C -0.22 0.05 0.15
O 0.08 0.03 0.20
C -0.42 -0.03 -0.11
C -0.02 -0.13 -0.01
P 0.92 0.64 0.21
P -0.13 -0.37 0.51
O 0.05 0.45 -0.05
O -0.02 -0.15 -0.16
O -0.14 0.15 -0.32
P -0.51 0.64 -0.26
C 0.27 -0.18 0.12
O -0.03 -0.17 0.18
H -0.08 -0.13 0.01
H -0.06 -0.12 -0.04
H -0.05 -0.09 -0.12
H 0.07 0.15 -0.01
H 0.04 0.10 0.04
H 0.10 -0.11 0.00
H 0.01 -0.15 0.24
H 0.06 0.03 0.02
H 0.18 -0.04 -0.09
H 0.13 -0.02 -0.01
H 0.10 -0.01 0.08
H 0.02 0.05 -0.08
H -0.07 0.18 0.09
H -0.16 -0.07 0.12
H -0.17 -0.06 -0.14
H 0.05 -0.08 -0.01
H 0.11 -0.05 0.03
H -0.05 0.07 0.15
H 0.00 -0.08 -0.08
H -0.02 0.09 -0.09
H 0.20 0.04 0.03
H 0.15 -0.05 -0.05
H -0.05 0.13 0.05
H 0.04 0.13 0.05
H -0.02 -0.09 -0.06
H -0.46 -0.02 -0.08
H -0.18 0.00 0.07
H 0.16 -0.33 0.05
H -0.18 0.06 0.00
H 0.13 0.01 0.02
H -0.16 0.06 -0.03
H 0.21 -0.11 -0.10
C -0.03 0.13 -0.25
C -0.14 -0.09 0.05
C 0.09 0.02 0.04
O -0.06 -0.02 0.03
C -0.05 -0.04 0.04
O 0.02 0.05 -0.05
O 0.09 -0.03 0.01
H 0.01 0.05 0.07
H 0.06 -0.07 0.02
H 0.03 0.00 0.02
H 0.02 0.01 0.00
H 0.12 0.05 -0.06
H -0.06 -0.06 0.00

Computed properties:
* multiplicity: 1
* charge: +1
* LUMO: -3.380 eV
* total energy: -2518.17968 Ha
* HOMO energy: -0.4531 Eh